(1)
The following is a DFT calculation (the ωB97M-V functional and the def2-TZVPD basis) of a 2-piece molecular cluster, C3H4BrO3 overall at a distorted geometry.

Computed properties:
- energy above the lowest of the compared OMol25 structures with the same formula, charge and spin (kcal per mole) = 73.2
- Kohn-Sham gap (eV) = 6.571
- max |F| (eV/Å) = 4.05
- E_HOMO (eV) = -2.86
- charge = -1
- LUMO energy (eV) = 3.7

```
11
Properties=species:S:1:pos:R:3:forces:R:3:nbo_charge:R:1
C 0.9604 -1.0029 1.3381 -1.689 2.499 -0.941 0.960
C 0.0007 0.2740 -1.5522 0.942 2.186 -0.297 -0.240
C -0.4890 0.5497 0.7942 0.911 -0.244 0.884 -0.275
O 1.9128 -0.2969 1.3559 1.667 -0.225 0.376 -0.670
O 0.3983 -2.0326 1.4168 -0.083 -1.283 0.285 -0.640
O -0.3174 1.0887 -0.5019 -0.625 2.946 2.715 -0.594
Br -2.2689 -0.3066 0.7546 -1.132 -0.316 0.260 -0.221
H 0.2386 1.0121 -2.3897 -0.828 -1.518 0.515 0.169
H -0.7324 -0.4608 -1.6010 -1.643 -1.321 -1.323 0.180
H 0.8796 -0.2012 -1.2814 2.248 -1.352 0.096 0.164
H -0.5828 1.3766 1.6666 0.231 -1.371 -2.571 0.168
```
Positions in Å, forces in eV/Å.

***

(2)
The following is a DFT calculation (the ωB97M-V functional and the def2-TZVPD basis) of C39H66BN6O3ReS4Si as an isolated structure.

Computed properties:
- expectation value of S² = 3.799
- energy above the lowest of the compared OMol25 structures with the same formula, charge and spin (kcal per mole) = 0.0
- Kohn-Sham gap (alpha / beta) (eV) = 6.658 / 5.632
- max |F| (eV/Å) = 0.25
- E_HOMO (alpha / beta) (eV) = -16.63 / -16.75
- spin multiplicity = 4
- charge = +3
- LUMO energy (alpha / beta) (eV) = -10.0 / -11.1

```
121
Properties=species:S:1:pos:R:3:forces:R:3:mulliken_spin:R:1
Re -0.2906 -1.2693 0.9494 -0.009 -0.029 0.127 2.105
C 4.5452 0.4787 0.0734 -0.035 0.002 -0.018 -0.002
C 3.2400 1.0921 -0.3291 0.094 -0.016 0.017 0.018
C 3.1063 2.4066 -0.6997 0.005 0.026 -0.003 -0.002
C 1.8505 2.9478 -1.0511 0.004 0.058 -0.025 0.006
N 0.7824 2.1773 -1.1104 0.027 -0.073 0.043 -0.007
N 0.9191 0.9027 -0.7732 -0.161 -0.016 0.000 -0.007
B -0.2583 -0.1070 -0.9367 -0.043 -0.024 0.002 -0.197
N -1.6514 0.5156 -1.3192 0.036 -0.070 -0.001 0.047
N -1.6558 1.3438 -2.3586 -0.073 0.013 0.023 0.013
C -2.8151 1.8027 -2.7950 0.026 0.007 0.005 0.003
C -4.0239 1.4231 -2.1722 0.005 0.023 -0.030 -0.002
C -4.0359 0.5025 -1.1589 -0.035 -0.030 0.034 -0.026
C -5.2940 0.0061 -0.5153 0.029 -0.002 -0.007 0.003
C -2.7656 0.0401 -0.7565 0.031 0.027 -0.049 0.064
S -2.6461 -1.2093 0.4520 0.150 -0.036 0.005 0.353
C -2.8177 2.7423 -3.9828 0.002 -0.008 0.004 0.004
C -3.3365 4.1100 -3.5047 -0.001 -0.007 -0.007 0.003
C -1.4145 2.8908 -4.5645 0.025 -0.005 0.023 0.001
C -3.7563 2.1733 -5.0601 0.001 0.012 -0.002 0.002
N 0.1088 -1.0195 -2.1796 -0.062 0.018 0.084 0.057
N 0.7236 -0.4001 -3.1729 0.007 -0.052 -0.064 0.027
C 0.9485 -1.0702 -4.2902 0.013 0.027 0.011 0.002
C 0.4790 -2.3924 -4.4381 0.018 -0.005 -0.028 0.005
C -0.1511 -3.0418 -3.4075 -0.017 -0.051 0.001 0.011
C -0.6319 -4.4565 -3.5027 0.006 0.042 0.008 0.000
C -0.2882 -2.2912 -2.2195 -0.006 -0.006 -0.046 0.017
S -0.8966 -3.0284 -0.7631 -0.023 0.147 0.145 0.417
C 1.7178 -0.3763 -5.3951 -0.009 -0.012 -0.002 0.005
C 2.1776 1.0131 -4.9559 0.003 0.001 0.006 0.003
C 0.7983 -0.2570 -6.6227 0.001 -0.005 -0.004 0.002
C 2.9439 -1.2363 -5.7455 0.003 0.004 -0.009 0.003
C 2.0496 0.3501 -0.3379 0.001 0.027 0.026 -0.012
S 1.9591 -1.3090 0.2591 -0.103 -0.011 0.101 -0.030
C 1.6847 4.4111 -1.4272 -0.011 -0.026 -0.008 0.002
C 0.2311 4.8527 -1.2444 0.003 -0.021 0.027 -0.003
C 2.0962 4.5455 -2.9040 0.021 -0.013 0.009 0.000
C 2.5901 5.2927 -0.5578 0.000 0.018 0.008 0.000
H 5.3113 1.2417 0.1882 -0.002 0.000 -0.008 0.000
H 4.8823 -0.2308 -0.6858 -0.011 -0.005 0.012 0.000
H 4.4515 -0.0669 1.0132 -0.005 0.011 0.012 0.001
H 3.9776 3.0480 -0.6958 -0.010 0.003 -0.011 0.000
H -4.9581 1.8397 -2.5260 0.013 0.001 0.001 0.002
H -6.1617 0.5030 -0.9418 0.002 0.001 -0.004 0.000
H -5.2853 0.1924 0.5599 0.005 0.004 -0.010 -0.002
H -5.4095 -1.0696 -0.6650 0.005 0.011 0.000 0.001
H -2.6989 4.5278 -2.7234 -0.003 -0.006 -0.013 0.000
H -4.3582 4.0539 -3.1239 0.015 -0.005 -0.006 0.000
H -3.3399 4.8031 -4.3459 -0.004 -0.003 0.008 0.000
H -0.7173 3.3036 -3.8347 -0.021 -0.010 -0.018 0.001
H -1.4530 3.5598 -5.4239 -0.002 -0.004 0.006 0.000
H -1.0228 1.9272 -4.8956 -0.004 0.010 -0.008 0.000
H -4.7888 2.0877 -4.7183 0.016 0.008 -0.004 0.000
H -3.4215 1.1916 -5.4025 -0.003 0.012 0.006 0.000
H -3.7577 2.8456 -5.9179 -0.002 -0.011 0.002 0.000
H 0.6384 -2.9101 -5.3753 -0.007 0.011 0.007 0.003
H -0.4622 -4.8518 -4.5009 -0.002 0.003 -0.006 0.000
H -1.6988 -4.5212 -3.2814 0.005 0.005 0.003 0.002
H -0.1089 -5.0951 -2.7889 0.010 0.005 -0.002 0.000
H 1.3345 1.6543 -4.6985 -0.003 0.004 0.003 0.000
H 2.7273 1.4781 -5.7741 -0.005 -0.005 0.009 0.000
H 2.8410 0.9583 -4.0895 -0.006 0.001 -0.011 0.000
H -0.0929 0.3336 -6.3997 0.023 -0.010 -0.001 0.001
H 0.4827 -1.2316 -6.9992 0.002 0.009 0.009 0.000
H 1.3402 0.2415 -7.4264 -0.008 -0.004 0.006 0.000
H 3.6083 -1.3523 -4.8865 -0.012 0.003 -0.010 0.000
H 3.5054 -0.7459 -6.5406 -0.002 -0.009 0.012 0.000
H 2.6698 -2.2285 -6.1078 0.002 0.022 0.004 0.000
H -0.4521 4.2504 -1.8415 0.010 0.000 -0.012 0.002
H 0.1342 5.8937 -1.5522 0.004 -0.011 0.007 0.000
H -0.0740 4.7801 -0.1980 -0.001 0.003 -0.017 0.000
H 1.4807 3.9128 -3.5468 0.002 0.017 0.017 0.000
H 3.1435 4.2719 -3.0519 -0.016 -0.002 -0.010 0.000
H 1.9742 5.5811 -3.2232 0.012 -0.012 0.010 0.000
H 2.4101 5.1321 0.5076 -0.001 0.002 -0.018 0.000
H 2.3763 6.3390 -0.7745 0.006 -0.006 0.004 0.000
H 3.6507 5.1415 -0.7633 -0.015 0.000 0.004 0.000
C 0.0585 -4.3973 4.5456 -0.012 0.004 0.021 0.004
C -0.2331 -4.0160 3.1079 0.123 0.149 -0.071 -0.014
C -1.6898 -4.2275 2.7543 -0.040 -0.042 0.014 0.033
C 0.7162 -4.7031 2.1509 0.028 -0.027 -0.020 0.004
O 0.0500 -2.5314 2.9327 -0.160 -0.002 -0.119 0.081
Si -0.2029 -1.3481 4.0875 -0.005 0.221 -0.112 0.022
S -0.4992 0.2634 2.5180 0.123 -0.022 -0.033 -0.071
O 0.9742 -0.8609 5.0145 0.064 -0.219 -0.012 0.015
C 2.4298 -0.6831 5.1126 -0.004 0.089 -0.036 0.005
C 2.6570 0.0247 6.4336 -0.014 -0.003 0.023 0.001
C 2.8750 0.1707 3.9366 -0.036 0.035 0.002 -0.008
C 3.0807 -2.0513 5.0844 -0.004 -0.038 -0.052 0.002
O -1.6107 -1.5451 4.7827 -0.041 -0.189 0.067 0.063
C -2.2055 -1.1284 6.0859 0.025 0.092 -0.077 0.003
C -3.6032 -1.7101 6.0722 -0.030 0.001 -0.018 0.000
C -2.2175 0.3887 6.1021 -0.009 0.007 0.009 0.000
C -1.3731 -1.6993 7.2183 0.013 -0.016 -0.004 0.000
H -0.1359 -5.4629 4.6721 0.015 0.007 -0.003 0.000
H -0.5910 -3.8658 5.2414 -0.008 -0.006 0.001 0.000
H 1.1008 -4.2166 4.8042 0.029 0.023 -0.017 0.000
H -1.9247 -5.2901 2.8236 -0.028 0.010 0.006 0.000
H -1.9069 -3.9207 1.7252 0.034 0.006 0.006 -0.024
H -2.3431 -3.6832 3.4366 0.008 0.005 -0.020 -0.006
H 0.5603 -5.7812 2.1991 0.015 0.005 -0.012 0.001
H 1.7529 -4.4967 2.4191 -0.010 -0.003 -0.012 0.001
H 0.5464 -4.3902 1.1157 0.015 -0.032 0.098 -0.004
H 2.1584 0.9942 6.4441 0.007 -0.012 -0.001 0.000
H 3.7238 0.1821 6.5921 -0.007 0.004 -0.003 0.000
H 2.2749 -0.5757 7.2589 0.012 0.000 0.000 0.000
H 2.3461 1.1264 3.9327 0.017 -0.021 0.004 0.002
H 2.6922 -0.3531 2.9931 -0.001 0.008 -0.013 0.000
H 3.9437 0.3751 4.0138 -0.013 -0.012 -0.003 0.000
H 2.7038 -2.6790 5.8923 0.009 0.019 0.001 0.000
H 4.1586 -1.9471 5.2107 -0.012 -0.005 0.018 0.000
H 2.9042 -2.5460 4.1253 -0.025 -0.019 0.015 -0.001
H -4.1694 -1.3331 5.2198 -0.002 -0.005 0.012 0.000
H -4.1279 -1.4263 6.9845 0.004 -0.004 -0.008 0.000
H -3.5703 -2.7994 6.0258 0.003 0.016 -0.003 0.000
H -2.7991 0.7791 5.2651 0.010 -0.001 0.008 0.000
H -1.2009 0.7875 6.0567 -0.012 -0.004 0.010 -0.001
H -2.6732 0.7456 7.0258 0.006 0.003 -0.012 0.000
H -1.3483 -2.7894 7.1824 0.007 0.012 -0.023 0.000
H -1.8270 -1.4163 8.1683 0.006 0.006 -0.006 0.000
H -0.3553 -1.3092 7.2017 -0.013 -0.015 -0.003 0.000
```
Positions in Å, forces in eV/Å.